2 unconnected molecules or ions with the total composition C4H11N3O2, computed with ωB97M-V/def2-TZVPD.

```
20
Properties=species:S:1:pos:R:3:lowdin_charge:R:1
O 1.971 3.941 -0.610 0.0403
O 3.182 2.320 0.303 -0.0140
N -1.729 -0.084 0.180 -0.0029
N -1.735 -2.025 -1.268 -0.0392
N -1.196 -2.108 1.128 0.0965
C -1.497 -1.533 0.023 -0.5696
C -0.690 -2.989 -1.698 -0.1021
C 2.027 3.052 0.258 -0.5607
C 1.061 2.864 1.380 -0.0098
H -0.786 -3.022 1.361 0.0491
H -0.851 0.367 0.718 0.1031
H -2.619 0.022 0.805 0.1026
H -2.401 -1.639 -1.906 0.1106
H 0.195 -2.799 -0.900 0.1186
H 3.689 2.114 -0.680 0.2386
H -1.076 -4.029 -1.716 0.0752
H 0.899 3.684 2.092 0.0832
H 0.069 2.441 1.057 0.0809
H -0.183 -2.630 -2.595 0.0616
H 1.669 2.053 2.066 0.1379
```

As for the energy above the lowest of the compared OMol25 structures with the same formula, charge and spin: 369.1 kJ/mol. The SMILES is [H]/N=C(/N)NC.CC(=O)O. The calculation puts the HOMO energy at -8.703 eV. As for the LUMO energy: 0.45 eV. The HOMO-LUMO gap comes out at 9.15 eV.